C57H46BrClFI2N6O4Y | ωB97M-V/def2-TZVPD

Structure (ORCA input):
```
! RIJCOSX wB97M-V def2-TZVPD def2/J DEFGRID3
* xyz 0 1
C 0.123 -2.203 -5.770
H -3.269 -0.043 -5.386
C -3.490 0.092 -2.706
H -5.305 1.069 -3.302
H -3.691 2.851 -3.047
C 1.527 -2.921 0.975
I 2.215 -0.619 4.589
H -2.250 2.525 -2.074
C -1.311 2.556 3.486
C 2.847 0.582 -1.588
C -0.573 1.637 2.708
C 1.427 -4.839 -0.962
C 2.181 -2.124 3.139
H -6.765 -0.360 -1.899
H -3.095 -3.085 1.232
C -5.990 6.072 -1.890
H 3.319 -3.495 4.349
H -4.044 1.536 -5.182
Br -6.433 -0.380 4.942
C 1.505 -1.868 1.952
C -3.392 -3.327 -0.895
C -6.059 6.747 -0.661
H -2.783 -5.242 -1.680
C 4.071 1.191 -4.066
C -4.868 0.279 -2.695
H 4.438 -0.834 -1.365
H -0.468 4.561 -2.146
C -3.560 0.684 1.423
C -3.227 -0.326 2.331
N 0.887 -2.645 -0.197
C 2.796 -4.351 2.474
N -1.483 -1.079 -1.986
C -5.253 0.088 3.537
C -1.760 3.702 2.906
O -2.025 -0.919 2.153
C 2.981 1.903 -3.663
Cl 4.819 1.511 -5.607
C -0.705 2.987 0.855
H -1.808 -3.896 -2.280
H -2.359 4.419 3.455
C -2.676 2.454 -3.075
C 0.339 -1.439 -3.535
H -2.137 -2.672 3.275
F 1.153 -1.024 -2.521
H -1.767 6.250 -0.933
C -1.437 3.967 1.552
N 0.431 2.166 -1.072
H -0.194 0.721 3.142
H 5.489 -0.341 -3.549
O 0.833 -0.782 1.719
C -1.818 5.155 0.891
C -5.416 4.082 -0.753
H -3.433 -4.155 -2.911
C -2.653 1.018 -3.582
C -4.096 -0.653 3.357
N -5.219 3.853 1.516
C -2.520 -3.394 0.358
H -2.391 5.898 1.430
H -5.884 6.603 1.486
Y 0.080 -0.173 -0.257
C -2.815 -4.201 -2.013
N -5.080 2.778 -0.435
H -2.354 1.437 -5.686
O 2.269 0.241 -0.486
H -5.632 4.214 -2.911
H -1.676 -1.206 4.181
O -2.683 0.879 0.381
C -5.503 4.736 0.482
H 2.003 -1.644 -4.836
H -2.976 1.634 -0.149
C 2.816 -3.349 3.402
C -2.911 -0.969 -1.972
C -1.241 -2.312 -5.535
C -1.467 5.346 -0.415
C -4.686 1.468 1.669
H -4.345 -3.790 -0.629
C -3.769 -1.916 -1.362
H -1.651 -2.753 0.267
C 2.074 -5.132 0.202
C -1.797 -1.973 -4.309
H -1.528 2.324 4.521
C -5.138 -1.629 -1.301
H -1.895 -2.668 -6.323
I 3.726 -6.168 2.960
H 0.337 -3.326 -2.044
C -1.575 -1.737 3.232
C 0.929 -1.757 -4.731
C -0.343 3.204 -0.501
H -1.620 0.686 -3.548
C -5.824 6.092 0.533
H -5.792 -2.329 -0.790
H 2.584 2.690 -4.295
H 0.551 -2.459 -6.730
C -1.018 -1.490 -3.232
C -5.538 1.164 2.735
C -5.696 -0.538 -1.943
H -6.200 6.614 -2.803
H -5.077 1.983 -1.059
C 4.030 -0.073 -2.019
H 1.358 -5.560 -1.765
C -3.112 0.980 -5.045
H 2.532 -6.102 0.350
C -4.985 2.711 0.930
H -6.309 7.800 -0.654
N -0.308 1.817 1.439
H -0.532 -1.950 3.047
H -2.089 3.103 -3.734
C -5.672 4.728 -1.960
C 2.149 -4.165 1.229
C 2.343 1.611 -2.439
H 1.214 3.425 -2.503
H -2.171 -4.417 0.523
H -3.881 -1.476 4.024
C 0.845 -3.572 -1.123
H -2.864 -2.074 -4.171
C -0.720 4.375 -1.109
H -6.398 1.793 2.917
C 4.608 0.199 -3.228
C 1.258 2.444 -2.025
*
```

Calculated values
Lowest unoccupied orbital energy = -0.66 eV
DFT total energy = -179520.6377 eV
Frontier orbital gap = 0.2469 Ha

Mulliken atomic charge list, values in e, 99 entries:
1. C -0.92
2. H 0.39
3. C 1.27
4. H 0.33
5. H -0.54
6. C -0.54
7. I -0.01
8. H -0.26
9. C -1.10
10. C 0.48
11. C -0.14
12. C -1.67
13. C 0.32
14. H 0.43
15. H 0.04
16. C -0.72
17. H 0.37
18. H 0.38
19. Br -0.20
20. C -1.06
21. C 0.07
22. C -0.54
23. H 0.56
24. C 0.06
25. C -0.56
26. H 0.49
27. H 0.24
28. C -0.17
29. C -0.44
30. N 0.99
31. C -0.04
32. N 1.56
33. C -0.71
34. C -0.53
35. O 1.09
36. C -0.85
37. Cl -0.25
38. C -0.66
39. H 0.08
40. H 0.39
41. C -0.48
42. C 0.15
43. H 0.51
44. F 0.59
45. H 0.39
46. C 1.81
47. N 1.27
48. H 0.20
49. H 0.44
50. O 0.43
51. C -1.05
52. C 1.22
53. H 0.34
54. C 1.21
55. C -0.20
56. N -0.68
57. C -1.06
58. H 0.38
59. H 0.49
60. Y 0.02
61. C -1.58
62. N 0.05
63. H 0.43
64. O -0.62
65. H 0.45
66. H 0.51
67. O 2.35
68. C -0.08
69. H 0.53
70. H -1.25
71. C -0.24
72. C -0.61
73. C -1.03
74. C -1.22
75. C 1.21
76. H 0.76
77. C 0.58
78. H 0.05
79. C -1.09
80. C -1.11
81. H 0.49
82. C -0.96
83. H 0.46
84. I 0.04
85. H 0.52
86. C -1.32
87. C -0.96
88. C -0.18
89. H -0.38
90. C -0.82
91. H 0.40
92. H 0.45
93. H 0.40
94. C -0.14
95. C -0.98
96. C -0.87
97. H 0.43
98. H 0.00
99. C -0.70

=====

C34H25CrIN2PSe2 | ωB97M-V/def2-TZVPD

Structure (ORCA input):
```
! RIJCOSX wB97M-V def2-TZVPD def2/J DEFGRID3
* xyz -1 5
H 1.071 -0.665 6.559
C -2.024 -4.608 -2.070
C -2.416 -5.954 -1.884
H 5.158 -0.635 -2.952
C -1.857 -5.835 0.447
H 3.742 2.306 -0.721
H -0.573 -0.077 2.653
C 3.027 -0.757 -3.247
C -1.491 -3.857 -0.972
C -2.744 6.010 -0.927
H -3.445 2.681 0.889
H -0.477 3.694 1.455
C -2.242 3.684 -0.565
H 3.094 -0.676 -4.326
H -2.534 -4.562 -4.161
C 0.122 -0.340 4.661
H -1.967 -2.158 -4.417
C -3.251 3.620 0.387
H -2.644 -7.589 -0.534
C 2.852 3.325 0.946
C -1.453 -4.543 0.263
C -2.000 4.881 -1.232
H -2.808 -6.495 -2.739
H 1.568 1.792 -1.787
H -0.805 0.017 5.094
H -1.827 -6.292 1.426
C -1.846 -2.657 -3.462
I -0.798 -3.457 1.976
H -4.319 6.831 0.284
C -3.998 4.751 0.689
C 1.432 -0.850 2.697
Cr 0.035 -1.203 -0.017
C 1.639 -0.997 -1.262
H -1.169 -0.873 -2.517
C 1.603 2.324 -0.846
H 1.694 4.249 2.499
H 3.170 -1.497 5.540
C 2.834 -0.914 -0.504
Se -1.053 2.047 -3.078
H 4.977 -0.775 -0.467
C -1.090 -2.496 -1.129
P -1.186 2.238 -0.973
C 0.246 -0.402 3.283
H -4.782 4.696 1.435
Se -1.900 0.567 0.272
C -3.741 5.948 0.039
C 4.099 -0.806 -1.102
N 1.529 -0.886 1.291
N 2.757 -0.900 0.863
C -2.335 -6.559 -0.662
C 2.349 -1.184 4.907
C 1.783 -0.895 -2.644
C 1.667 3.713 1.558
C 1.172 -0.722 5.483
C -2.158 -3.982 -3.326
C 0.450 3.405 0.974
H 0.909 -0.909 -3.285
H -2.551 6.941 -1.445
C 2.820 2.626 -0.251
H -1.237 4.921 -1.999
C 4.189 -0.726 -2.475
C 0.418 2.717 -0.237
C 2.481 -1.255 3.532
C -1.352 -1.932 -2.366
H 3.802 3.572 1.404
H 3.382 -1.633 3.074
*
```

Calculated values
Lowest unoccupied orbital energy (spin up / spin down) = 1.88 / 1.89 eV
DFT total energy = -215149.9244 eV
ΔE to the lowest compared entry with this formula, charge and spin = 24.01 kJ/mol
Frontier orbital gap (spin up / spin down) = 0.2159 / 0.2489 Ha

Okay, here come the natural (NBO) numbers, in e, for every atom:
1. H 0.20
2. C 0.03
3. C -0.21
4. H 0.20
5. C -0.28
6. H 0.22
7. H 0.24
8. C -0.20
9. C -0.16
10. C -0.22
11. H 0.24
12. H 0.22
13. C -0.27
14. H 0.20
15. H 0.19
16. C -0.20
17. H 0.21
18. C -0.22
19. H 0.20
20. C -0.21
21. C -0.07
22. C -0.21
23. H 0.20
24. H 0.25
25. H 0.21
26. H 0.22
27. C -0.20
28. I 0.21
29. H 0.20
30. C -0.22
31. C 0.20
32. Cr 1.06
33. C -0.42
34. H 0.22
35. C -0.22
36. H 0.20
37. H 0.20
38. C 0.09
39. Se -0.56
40. H 0.21
41. C -0.43
42. P 0.98
43. C -0.25
44. H 0.21
45. Se -0.55
46. C -0.21
47. C -0.20
48. N -0.39
49. N -0.19
50. C -0.23
51. C -0.21
52. C -0.23
53. C -0.22
54. C -0.23
55. C -0.23
56. C -0.21
57. H 0.21
58. H 0.21
59. C -0.20
60. H 0.24
61. C -0.25
62. C -0.31
63. C -0.24
64. C -0.24
65. H 0.20
66. H 0.24